{"formula": "C4H14NO2", "method": "ωB97M-V/def2-TZVPD", "e_lumo_ev": [-7.0, -13.5], "de_lowest_kj_mol": 61.2, "e_tot_ev": -9939.7598, "charge": 2, "s2": 0.75, "max_force_ev_per_a": 1.7, "spin_multiplicity": 2, "species": ["C", "C", "C", "C", "O", "N", "H", "H", "H", "H", "H", "H", "H", "H", "H", "H", "H", "H", "H", "H", "O"], "coordinates": [[0.098693, 1.106963, -0.137485], [0.758204, 0.505712, -1.405963], [0.531166, -0.988285, -1.674263], [-0.801753, -1.754893, -1.293455], [-1.872815, -0.931218, -1.279782], [0.868673, 0.787216, 1.109913], [-0.919116, 0.748884, 0.066280], [-0.109156, 2.177524, -0.152488], [0.257420, 1.107392, -2.157841], [1.833755, 0.709473, -1.399992], [1.342537, -1.554079, -1.202972], [0.529808, -1.147737, -2.762394], [-0.862046, -2.673242, -1.881899], [-0.594024, -2.280856, -0.316823], [-2.533677, -1.286149, -1.920520], [0.674644, -0.137529, 1.509458], [0.557993, 1.358508, 1.902399], [1.892038, 0.881295, 1.136443], [-0.077909, 1.705390, 4.191101], [-1.225146, 0.731227, 4.000976], [-0.349288, 0.934404, 3.669307]], "forces_ev_per_a": [[-0.1978, -0.5785, 0.4991], [-1.4787, 0.5220, 0.7216], [1.2774, 0.5643, 0.7987], [0.2054, -0.7124, -0.3622], [0.2141, -0.9745, -0.5975], [0.2706, -0.1635, 1.3516], [0.3690, -0.3815, -0.2123], [0.9105, 0.1068, -0.3655], [0.3235, -0.0816, -0.6134], [-0.2030, 0.0272, -0.2050], [-0.2150, -0.1537, -0.3207], [-0.0453, -0.1612, 0.0142], [-0.6565, 0.1982, -0.5426], [0.0427, 0.9467, 0.4802], [-0.3370, 0.3439, 0.3101], [0.0036, -0.0734, -0.3578], [-0.4633, 0.2699, 0.2355], [-0.1304, 0.1563, -0.7438], [-0.0217, -0.2413, 0.0871], [-0.3211, -0.1545, 0.1173], [0.4528, 0.5408, -0.2946]], "lowdin_spin": [0.01, 0.02, 0.17, 0.19, 0.45, 0.00, 0.00, 0.00, 0.00, 0.00, 0.00, 0.04, 0.01, 0.10, 0.00, 0.00, 0.00, 0.00, 0.00, 0.00, 0.00]}

{"formula": "C6H12O", "method": "ωB97M-V/def2-TZVPD", "e_lumo_ev": 0.8, "de_lowest_kj_mol": 191.4, "e_tot_ev": -8462.3707, "smiles": "C=C(C)/C=C/C.O", "max_force_ev_per_a": 1.9, "species": ["C", "C", "C", "C", "C", "C", "H", "H", "H", "H", "H", "H", "H", "H", "H", "H", "H", "H", "O"], "coordinates": [[-2.034053, -1.567917, -2.372277], [-0.675933, -1.220697, -1.801319], [0.325737, -0.737131, -2.523576], [-0.710616, -0.747211, 2.055805], [-0.690817, -0.479411, 0.587473], [-0.541723, -1.421222, -0.327816], [-2.536866, -0.818303, -2.981817], [-1.878684, -2.489951, -2.940747], [-2.798345, -1.741866, -1.611034], [0.304559, -0.700487, -3.604648], [1.215066, -0.403956, -2.005710], [-0.911410, 0.098869, 2.702397], [0.224014, -1.169718, 2.461864], [-1.366789, -1.582454, 2.330683], [-0.689591, 0.586046, 0.377775], [-0.382943, -2.456231, -0.030334], [4.211682, 4.647317, 2.725130], [3.153024, 3.931176, 3.388545], [3.395627, 4.838041, 3.193805]], "forces_ev_per_a": [[-0.1458, -0.7405, 0.0459], [-0.2765, 0.8540, 0.3766], [0.0772, -0.1562, 0.1676], [0.6185, -1.4580, 1.1269], [0.5957, 0.3863, 0.7878], [-0.2779, 0.1610, -0.5989], [0.6881, 0.2020, -0.3869], [-0.5408, 0.0592, -0.1631], [0.4148, -0.3409, 0.2531], [-0.1418, 0.3072, -0.0260], [0.2227, -0.1839, -0.1899], [-0.3297, 0.2438, -0.2160], [0.2518, 0.4024, -0.4694], [-0.4695, 0.4160, -0.2045], [-0.3853, -0.1315, -0.6732], [-0.3012, -0.0198, 0.1706], [0.3514, 0.5726, -0.2409], [-0.6281, -0.1519, 0.3774], [0.2764, -0.4220, -0.1371]], "nbo_charge": [-0.65, -0.01, -0.40, -0.66, -0.18, -0.22, 0.23, 0.22, 0.22, 0.20, 0.20, 0.22, 0.22, 0.22, 0.20, 0.20, 0.46, 0.46, -0.92]}

{"formula": "C8H5NO5V", "method": "ωB97M-V/def2-TZVPD", "e_lumo_ev": [-8.7, -11.0], "e_tot_ev": -45774.0877, "charge": 2, "s2": 3.77, "max_force_ev_per_a": 7.8, "spin_multiplicity": 4, "species": ["O", "C", "V", "O", "C", "C", "O", "C", "O", "C", "O", "C", "C", "C", "N", "H", "H", "H", "H", "H"], "coordinates": [[0.005767, 3.010369, -2.898541], [-0.008322, 1.966085, -2.394518], [-0.020468, 0.005928, -1.921630], [0.010924, -0.906202, -4.897971], [0.006181, -0.532701, -3.796526], [-0.001716, -1.874033, -1.294439], [0.008328, -2.949429, -0.857877], [-2.034199, 0.085236, -1.773911], [-3.191681, 0.147408, -1.695024], [1.994603, 0.102893, -1.719116], [3.153047, 0.149775, -1.680024], [0.543502, 0.367297, 3.613817], [-0.488488, -0.255738, 2.659060], [-0.276425, 0.058932, 1.273680], [-0.102333, 0.356521, 0.166538], [1.533450, -0.064047, 3.427263], [0.271733, 0.168309, 4.654286], [0.581686, 1.451502, 3.469441], [-0.479629, -1.350009, 2.749210], [-1.505961, 0.061904, 2.916282]], "forces_ev_per_a": [[-0.0657, -4.6388, 2.5554], [0.0641, 6.5292, -3.2627], [0.0198, 1.1372, 2.8698], [-0.0145, 1.7511, 5.0530], [0.0516, -2.4208, -7.4550], [0.0588, -7.2158, 2.3959], [-0.0426, 4.8725, -1.9433], [-7.3606, 0.2589, 0.0659], [5.5061, -0.2764, -0.2563], [7.1781, 0.1648, -0.1175], [-5.3787, -0.1755, -0.0084], [0.4240, 0.2743, -0.1478], [-0.3282, -0.4168, 0.7492], [0.2655, 0.6818, -0.9068], [-0.1915, -0.5614, 0.7224], [-0.1897, 0.1808, 0.0934], [-0.0865, -0.0594, -0.3018], [0.0658, -0.2002, 0.1037], [-0.0203, 0.0768, -0.0878], [0.0445, 0.0376, -0.1212]], "lowdin_spin": [0.08, 0.04, 2.32, 0.12, 0.07, 0.04, 0.08, 0.03, 0.07, 0.03, 0.07, 0.00, 0.01, 0.04, 0.00, 0.00, 0.00, 0.00, 0.00, 0.00]}

{"formula": "C12H31AgN2O6", "method": "ωB97M-V/def2-TZVPD", "e_lumo_ev": [2.7, 2.3], "de_lowest_kj_mol": 266.6, "e_tot_ev": -32206.0402, "charge": -1, "s2": 0.76, "max_force_ev_per_a": 4.4, "spin_multiplicity": 2, "species": ["Ag", "C", "O", "H", "H", "H", "C", "O", "H", "H", "H", "C", "C", "O", "O", "H", "H", "H", "C", "C", "C", "O", "C", "N", "H", "H", "H", "H", "H", "H", "H", "H", "H", "H", "H", "C", "C", "C", "O", "C", "N", "H", "H", "H", "H", "H", "H", "H", "H", "H", "H", "H"], "coordinates": [[0.054037, 1.304394, 0.481976], [-1.155350, 3.481229, 3.047489], [-0.211781, 3.163087, 2.047868], [-0.697135, 3.415050, 4.034278], [-1.389163, 4.539794, 2.934076], [-2.106108, 2.948239, 3.055587], [3.290933, 1.912714, -0.796287], [2.280645, 2.289437, 0.197110], [4.144539, 1.343346, -0.428477], [2.959983, 1.298998, -1.634092], [3.663081, 2.774321, -1.350589], [-2.334307, 2.948681, -2.774700], [-1.439841, 2.475718, -1.616339], [-1.662257, 1.365732, -1.138421], [-0.535053, 3.152784, -1.094987], [-1.966023, 3.906437, -3.142355], [-3.396584, 3.037697, -2.547255], [-2.148427, 2.238826, -3.580709], [2.308574, -2.140342, -1.324886], [1.110190, -1.308896, -1.743574], [0.142270, -2.208657, -2.564294], [0.772892, -2.560882, -3.762998], [0.028546, -3.207339, -4.830909], [0.368196, -0.796979, -0.583037], [3.059932, -1.565780, -0.783189], [2.748487, -2.667351, -2.171554], [2.039381, -2.907610, -0.598985], [1.457767, -0.455613, -2.325984], [-0.830895, -1.726637, -2.657625], [-0.151496, -3.127261, -2.056393], [-0.767872, -2.585588, -5.239864], [-0.464285, -4.118058, -4.490618], [0.628496, -3.452926, -5.707178], [-0.110154, -1.560246, -0.126183], [-0.324338, -0.318168, -1.140914], [0.896712, -1.545787, 4.109454], [0.457980, -1.004005, 2.731266], [-1.105921, -0.728019, 2.683097], [-1.545261, -0.099592, 1.513810], [-2.996673, -0.098954, 1.478363], [1.094626, 0.256572, 2.353153], [1.173539, -0.673636, 4.701744], [1.760686, -2.199710, 3.990960], [0.160217, -2.108765, 4.682805], [0.797104, -1.695749, 1.960178], [-1.387880, -0.068078, 3.503512], [-1.531107, -1.674426, 3.017199], [-3.385053, -0.755139, 0.699469], [-3.269914, 0.880744, 1.086399], [-3.555537, -0.308173, 2.390506], [2.078471, 0.031212, 2.390129], [0.991132, 0.903354, 3.121966]], "forces_ev_per_a": [[1.2598, 2.2917, 0.3725], [1.8503, 0.2939, -1.4413], [-0.7175, -0.6423, 0.6838], [-0.0339, -0.3170, 0.7411], [-0.5059, 0.5108, 0.0541], [-0.3614, -0.4982, -0.1380], [-1.5628, 0.4491, 0.9704], [1.6671, -1.0133, -1.6850], [0.2018, 0.0474, 0.6699], [-0.9321, -0.3496, -0.0011], [0.0899, 0.5774, 0.3377], [1.1713, 0.4101, -0.2353], [0.7915, 2.1063, 0.9118], [-2.0004, -3.9000, -0.0741], [-0.0640, 1.4295, -1.5881], [-0.1033, 0.1377, 0.1198], [0.1273, -0.3060, 0.1795], [-0.4312, -0.1651, -0.0961], [0.3628, -0.1997, 0.3740], [0.0955, -1.7373, 0.4989], [-0.1053, 0.1144, -0.0923], [0.1849, -0.4688, -2.3273], [-0.4099, 0.5552, 1.0440], [0.5898, -0.2360, -1.6978], [0.0862, 0.3362, -0.3376], [0.1294, 0.2039, -0.0480], [-0.4631, -0.2076, 0.0124], [-0.2532, -0.0294, -0.1843], [-0.0508, 0.6497, -0.6698], [0.4319, -0.3435, 0.7289], [-0.1368, 0.4613, 0.2959], [0.1149, -0.2357, 0.2478], [0.6830, 0.1111, 0.5317], [-0.1410, -0.1547, 0.2001], [-1.2249, 0.7210, 0.7840], [-0.0207, 0.3816, -0.2538], [-1.5982, 0.8918, -0.2640], [1.9602, -0.3422, 1.4276], [-1.8709, -1.8732, 0.6677], [0.1209, 1.0119, -1.5493], [0.8000, -1.0783, 1.1880], [0.1155, -0.1346, 0.2512], [0.1474, 0.1265, 0.0755], [-0.3121, -0.0263, -0.2186], [-0.5645, -0.2932, -0.1088], [0.4239, 0.3462, 0.4676], [-0.7795, -0.4730, -0.9511], [0.3628, -0.5392, 0.0213], [0.0125, 0.1878, 0.3302], [0.6670, 0.0392, 0.4073], [0.5820, 0.4405, -0.6130], [-0.3862, 0.7324, -0.0201]], "lowdin_spin": [0.23, 0.01, 0.17, 0.00, 0.00, 0.00, 0.03, 0.51, 0.00, 0.01, 0.01, 0.00, 0.00, 0.00, 0.00, 0.00, 0.00, 0.00, 0.00, 0.00, 0.00, 0.00, 0.00, 0.02, 0.00, 0.00, 0.00, 0.00, 0.00, 0.00, 0.00, 0.00, 0.00, 0.00, 0.00, 0.00, 0.00, 0.00, 0.01, 0.00, -0.01, 0.00, 0.00, 0.00, 0.00, 0.00, 0.00, 0.00, 0.00, 0.00, 0.00, 0.00]}

{"formula": "C12H24Cl6O9", "method": "ωB97M-V/def2-TZVPD", "e_lumo_ev": [2.2, 2.2], "e_tot_ev": -106393.1636, "charge": -1, "s2": 0.75, "max_force_ev_per_a": 2.7, "spin_multiplicity": 2, "species": ["C", "O", "C", "O", "O", "C", "H", "H", "H", "H", "H", "H", "C", "O", "C", "O", "O", "C", "H", "H", "H", "H", "H", "H", "C", "O", "C", "O", "O", "C", "H", "H", "H", "H", "H", "H", "C", "Cl", "Cl", "H", "H", "C", "Cl", "Cl", "H", "H", "C", "Cl", "Cl", "H", "H"], "coordinates": [[-29.320720, -21.003470, 37.545460], [-29.747060, -21.193620, 36.197940], [-29.841580, -22.447150, 35.587280], [-30.401560, -22.710130, 34.568940], [-29.308030, -23.338760, 36.381500], [-29.403740, -24.716220, 36.109860], [-28.461000, -21.650110, 37.721070], [-30.149380, -21.194500, 38.227330], [-28.967520, -19.974460, 37.612380], [-30.405990, -25.024940, 36.406990], [-28.614270, -25.240010, 36.648840], [-29.215390, -24.852130, 35.044890], [-30.226650, -29.340010, 32.434740], [-29.438940, -30.008440, 31.492790], [-28.287770, -29.450020, 31.052900], [-27.853580, -28.312450, 31.245100], [-27.578170, -30.315940, 30.300390], [-27.933690, -31.659570, 30.012060], [-31.028100, -30.031680, 32.694270], [-30.743960, -28.434730, 32.117010], [-29.738170, -29.156020, 33.391630], [-28.859160, -31.644600, 29.436400], [-28.130260, -32.219490, 30.926360], [-27.178270, -32.174820, 29.418800], [-24.852100, -34.172520, 34.828400], [-24.663840, -33.448290, 33.638700], [-25.535470, -32.429750, 33.242230], [-26.441720, -31.917960, 33.890720], [-25.217420, -32.010740, 31.958870], [-24.033530, -32.378990, 31.283330], [-24.718940, -33.670110, 35.786500], [-24.175980, -35.026400, 34.871490], [-25.855380, -34.598400, 34.840490], [-23.782900, -31.834530, 30.372920], [-24.182330, -33.445120, 31.112080], [-23.178400, -32.194270, 31.933510], [-27.452660, -29.082330, 34.605780], [-25.920040, -28.957040, 35.557630], [-28.467520, -27.611700, 34.858650], [-27.119250, -29.114890, 33.568540], [-27.923410, -30.015590, 34.914850], [-24.560790, -28.051170, 30.603300], [-24.538120, -28.670590, 32.298700], [-23.159380, -26.895930, 30.503680], [-24.442430, -28.832830, 29.852900], [-25.474840, -27.477700, 30.449260], [-28.799560, -32.983410, 35.200680], [-29.191490, -34.026090, 36.565430], [-30.217500, -32.751890, 34.109280], [-28.410990, -32.067700, 35.646310], [-28.012470, -33.448350, 34.607020]], "forces_ev_per_a": [[0.6351, -0.5635, -0.5054], [-0.6995, -0.6493, -2.0661], [-0.4217, 0.7667, 1.6638], [0.0011, 0.9971, -0.4451], [1.2918, 0.3187, 1.7301], [-0.0435, -0.2463, -0.8996], [-0.1962, -0.0329, 0.4368], [0.1660, -0.0346, 0.0860], [-0.3068, 0.0014, -0.0277], [0.1436, -0.4117, -0.1683], [-0.2476, 0.2248, 0.2081], [-0.3337, -0.3045, 0.0020], [-1.3795, 0.0012, 1.4433], [1.2853, 0.2295, -0.8737], [0.8805, 0.5535, -0.2407], [-1.3756, -2.2396, -0.0348], [0.6059, 1.1357, 0.1544], [-1.4460, -0.3400, 0.3396], [0.0527, -0.2116, -0.2206], [0.5761, 0.1773, -0.5020], [0.3371, 0.1011, -0.4664], [-0.0818, -0.1409, -0.0849], [0.1793, -0.0117, 0.0479], [0.3080, 0.5837, 0.2277], [-0.9728, -0.8997, 0.9687], [-0.6332, 2.0728, -1.2065], [0.7484, -0.3490, -0.1031], [1.9484, -1.2023, -1.4139], [-1.6798, 1.0487, 1.8175], [0.7742, -1.3729, 1.0902], [0.0690, 0.8023, -0.3412], [0.2000, 0.2121, -0.5974], [-0.1997, -0.0245, 0.0078], [-1.1164, 0.2589, -0.0053], [0.8002, -0.0973, -0.4680], [0.0811, -0.3348, 0.1322], [1.1094, 0.3153, 0.1972], [-0.5998, -0.0213, -0.1735], [0.4078, -0.7615, 0.0643], [-0.3607, 0.1004, 0.1220], [-0.2753, 0.4793, -0.0365], [0.4731, 0.6543, 0.9163], [-0.3084, -0.0909, -0.9509], [-0.5094, -0.3805, -0.4553], [0.1012, 0.0137, 0.4164], [0.1553, -0.2341, 0.1404], [0.0966, -0.2078, -0.1912], [-0.1091, -0.2180, 0.0912], [0.6106, 0.2124, 0.5007], [-0.4478, 0.1108, -0.4529], [-0.2933, 0.0096, 0.1262]], "lowdin_spin": [0.00, 0.00, 0.00, 0.00, 0.00, 0.00, 0.00, 0.00, 0.00, 0.00, 0.00, 0.00, 0.02, 0.01, 0.01, 0.00, 0.01, 0.06, 0.00, 0.00, 0.00, 0.01, 0.02, 0.02, 0.15, 0.04, 0.06, 0.02, 0.02, 0.07, 0.02, 0.02, 0.03, 0.01, 0.03, 0.01, 0.02, 0.04, 0.01, 0.00, 0.00, 0.01, 0.02, 0.00, 0.00, 0.00, 0.08, 0.05, 0.06, 0.01, 0.02]}

{"formula": "CH2BrP", "method": "ωB97M-V/def2-TZVPD", "e_lumo_ev": -0.5, "de_lowest_kj_mol": 13.2, "e_tot_ev": -80399.6829, "smiles": "C=PBr", "max_force_ev_per_a": 2.7, "species": ["C", "P", "Br", "H", "H"], "coordinates": [[-0.326069, -0.334253, 0.041494], [-1.724506, -1.267686, -0.035185], [-3.559819, 0.256377, 0.023393], [0.630217, -0.834001, -0.091392], [-0.008022, 0.625316, -0.189438]], "forces_ev_per_a": [[-0.8840, -2.3082, -0.9572], [0.4444, 1.9525, 0.4668], [1.3728, -0.8967, -0.1029], [-0.2073, -1.1978, 0.4199], [-0.7258, 2.4501, 0.1733]], "nbo_charge": [-0.87, 0.70, -0.30, 0.24, 0.23]}